Record 1
Entry from the OMol25 dataset: an isolated molecule of CHClFI in a non-equilibrium geometry (wB97M-V/def2-TZVPD).

Properties
Lowest unoccupied orbital energy (Eh): 0.0042
HOMO-LUMO gap (eV): 10.35
Maximum force (eV Å⁻¹): 3.09
Relative energy (zero: lowest compared OMol25 entry of this formula, charge and spin) (eV): 0.327
HOMO level (eV): -10.23
SMILES: F[C@H](Cl)I

```
! RIJCOSX wB97M-V def2-TZVPD def2/J DEFGRID3
* xyz 0 1
F -0.922 1.027 -0.120
C -0.073 -0.040 0.015
Cl 0.210 -0.346 1.722
I 1.605 0.095 -1.190
H -0.820 -0.736 -0.426
*
```

Results of the Mulliken charge analysis, in e, for atoms 1 through 4: F -0.219; C -0.069; Cl -0.104; I 0.146

=====

Record 2
Entry from the OMol25 dataset: a 2-piece molecular cluster, CHClN3O overall in a non-equilibrium geometry (wB97M-V/def2-TZVPD).

Properties
Lowest unoccupied orbital energy (Eh): -0.2387
HOMO-LUMO gap (eV): 10.36
Maximum force (eV Å⁻¹): 3.24
Relative energy (zero: lowest compared OMol25 entry of this formula, charge and spin) (eV): 0.155
HOMO level (eV): -16.86

```
! RIJCOSX wB97M-V def2-TZVPD def2/J DEFGRID3
* xyz 1 1
C 0.335 0.048 -0.647
N 0.648 -2.240 1.370
N 0.366 -1.301 0.887
N -0.452 0.857 -0.026
O 1.021 -0.405 -1.412
Cl -0.819 2.347 -0.855
H -1.099 0.694 0.683
*
```

Results of the Mulliken charge analysis, in e, for atoms 1 through 4: C 0.829; N -0.178; N 0.193; N -0.217

=====

Record 3
Entry from the OMol25 dataset: an isolated ion of composition CHClN4OP and charge -1 in a non-equilibrium geometry (wB97M-V/def2-TZVPD).

Properties
<S²>: 2.012
Lowest unoccupied orbital energy (alpha / beta) (Eh): 0.1409 / 0.0681
HOMO-LUMO gap (alpha / beta) (eV): 4.35 / 6.95
Maximum force (eV Å⁻¹): 5.24
Relative energy (zero: lowest compared OMol25 entry of this formula, charge and spin) (eV): 0.120
HOMO level (alpha / beta) (eV): -0.51 / -5.10

```
! RIJCOSX wB97M-V def2-TZVPD def2/J DEFGRID3
* xyz -1 3
C -1.021 -0.503 -0.090
N 1.693 1.510 0.429
N 1.781 0.361 0.189
N -1.902 0.257 -0.510
N 1.732 2.592 0.758
O 1.166 -1.979 -0.767
P 0.735 -0.584 -0.959
Cl -1.343 -1.798 1.091
H -2.842 0.145 -0.141
*
```

Results of the Mulliken charge analysis, in e, for atoms 1 through 4: C 0.247; N 0.718; N -0.435; N -0.715

=====

Record 4
Entry from the OMol25 dataset: CHClNO2S as an isolated structure in a non-equilibrium geometry (wB97M-V/def2-TZVPD).

Properties
Lowest unoccupied orbital energy (Eh): 0.1376
HOMO-LUMO gap (eV): 7.05
Maximum force (eV Å⁻¹): 4.88
Relative energy (zero: lowest compared OMol25 entry of this formula, charge and spin) (eV): 2.198
HOMO level (eV): -3.31

```
! RIJCOSX wB97M-V def2-TZVPD def2/J DEFGRID3
* xyz -1 1
C -1.649 -3.281 0.786
N 0.251 -1.024 -0.453
O -0.682 -3.562 1.347
O -2.705 -3.066 0.470
S -0.443 -0.754 0.910
Cl -0.865 -2.103 -1.458
H -1.218 0.569 0.854
*
```

Results of the Mulliken charge analysis, in e, for atoms 1 through 4: C 0.581; N -0.307; O -0.396; O -0.307

=====

Please write out number 3 again, unchanged.
Entry from the OMol25 dataset: an isolated ion of composition CHClN4OP and charge -1 in a non-equilibrium geometry (wB97M-V/def2-TZVPD).

Properties
<S²>: 2.012
Lowest unoccupied orbital energy (alpha / beta) (Eh): 0.1409 / 0.0681
HOMO-LUMO gap (alpha / beta) (eV): 4.35 / 6.95
Maximum force (eV Å⁻¹): 5.24
Relative energy (zero: lowest compared OMol25 entry of this formula, charge and spin) (eV): 0.120
HOMO level (alpha / beta) (eV): -0.51 / -5.10

```
! RIJCOSX wB97M-V def2-TZVPD def2/J DEFGRID3
* xyz -1 3
C -1.021 -0.503 -0.090
N 1.693 1.510 0.429
N 1.781 0.361 0.189
N -1.902 0.257 -0.510
N 1.732 2.592 0.758
O 1.166 -1.979 -0.767
P 0.735 -0.584 -0.959
Cl -1.343 -1.798 1.091
H -2.842 0.145 -0.141
*
```

Results of the Mulliken charge analysis, in e, for atoms 1 through 4: C 0.247; N 0.718; N -0.435; N -0.715

=====

Please write out number 2 again, unchanged.
Entry from the OMol25 dataset: a 2-piece molecular cluster, CHClN3O overall in a non-equilibrium geometry (wB97M-V/def2-TZVPD).

Properties
Lowest unoccupied orbital energy (Eh): -0.2387
HOMO-LUMO gap (eV): 10.36
Maximum force (eV Å⁻¹): 3.24
Relative energy (zero: lowest compared OMol25 entry of this formula, charge and spin) (eV): 0.155
HOMO level (eV): -16.86

```
! RIJCOSX wB97M-V def2-TZVPD def2/J DEFGRID3
* xyz 1 1
C 0.335 0.048 -0.647
N 0.648 -2.240 1.370
N 0.366 -1.301 0.887
N -0.452 0.857 -0.026
O 1.021 -0.405 -1.412
Cl -0.819 2.347 -0.855
H -1.099 0.694 0.683
*
```

Results of the Mulliken charge analysis, in e, for atoms 1 through 4: C 0.829; N -0.178; N 0.193; N -0.217